#one
Computed, not measured: a 6-piece molecular cluster, H12O6 overall, with ωB97M-V/def2-TZVPD.

Geometry as XYZ:
```
18
Properties=species:S:1:pos:R:3:mulliken_charge:R:1
O -0.21355 -0.24689 -0.11464 -0.647
H -0.66400 0.09717 0.65669 0.323
H -0.21818 -1.19615 0.00827 0.322
O 4.57199 0.75977 -0.83107 -0.637
H 3.73672 0.29227 -0.83275 0.321
H 4.55737 1.27437 -0.02409 0.315
O -4.13646 4.13081 -1.26609 -0.638
H -3.90357 3.60146 -0.50335 0.319
H -3.94799 3.56687 -2.01621 0.319
O -0.17726 -4.73797 3.58889 -0.639
H 0.71535 -4.41712 3.46032 0.318
H -0.11305 -5.68426 3.45982 0.321
O 1.44361 -0.78219 -5.98577 -0.635
H 0.85685 -1.17900 -6.62958 0.319
H 1.05621 -1.00416 -5.13909 0.316
O -1.41952 1.86351 3.74239 -0.637
H -1.67395 1.67821 4.64636 0.318
H -0.47058 1.98328 3.77991 0.322
```

Values from the calculation:
SMILES: O.O.O.O.O.O
HOMO-LUMO gap: 11.7395 eV

=====

#two
Computed, not measured: a 6-piece molecular cluster, H12O6 overall, with ωB97M-V/def2-TZVPD.

Geometry as XYZ:
```
18
Properties=species:S:1:pos:R:3:mulliken_charge:R:1
O -18.62470 12.17781 8.40450 -0.691
H -18.03887 12.20973 7.67777 0.314
H -18.63828 11.30772 8.84146 0.332
O -20.16958 12.80303 6.15135 -0.744
H -19.43647 13.33690 5.93275 0.340
H -19.87962 12.48283 6.98038 0.425
O -20.05239 11.67535 3.76687 -0.723
H -20.08672 12.06277 4.61181 0.475
H -19.59719 10.82061 3.81348 0.307
O -18.11890 14.35273 5.36023 -0.687
H -18.16155 14.75371 4.45831 0.350
H -17.57353 13.61844 5.22421 0.297
O -20.60710 9.71192 5.99250 -0.597
H -19.70552 9.72983 6.24797 0.285
H -21.05158 10.49761 6.18333 0.311
O -17.54129 12.49222 2.86813 -0.659
H -17.17645 11.65360 2.51399 0.294
H -18.28140 12.33244 3.46226 0.370
```

Values from the calculation:
SMILES: O.O.O.O.O.O
HOMO-LUMO gap: 10.9961 eV

=====

#three
Computed, not measured: H12O6 as an isolated structure, with ωB97M-V/def2-TZVPD.

Geometry as XYZ:
```
18
Properties=species:S:1:pos:R:3:mulliken_charge:R:1
O -2.23885 -0.75798 -1.24388 -0.666
H -2.63013 -0.50743 -2.08075 0.303
H -2.65670 -0.18375 -0.60210 0.310
O 0.14679 -0.15427 -0.84947 -0.927
H 0.45492 0.04388 0.03485 0.666
H -0.74660 0.18845 -0.87473 0.412
O 0.95721 1.87596 1.92892 -0.790
H 1.04226 1.77011 0.98140 0.449
H 1.12057 1.00205 2.28365 0.299
O 0.43227 -0.44258 1.49851 -0.854
H -0.04137 -1.17167 1.09811 0.289
H 1.34680 -0.72509 1.50486 0.369
O -0.04660 -2.51721 -0.85285 -0.671
H -0.34507 -1.62907 -1.04864 0.517
H 0.57996 -2.40762 -0.13756 0.245
O 1.03607 1.83022 -0.19350 -0.604
H 1.03297 1.20058 -0.91445 0.371
H 0.55548 2.58548 -0.53241 0.283
```

Values from the calculation:
HOMO-LUMO gap: 9.3863 eV

=====

Compare the structures above. Which one is the least stable? #three is.